Entry 1:
Computed, not measured: a structure of composition C56H59BeN4O2Sb at a distorted geometry, with wB97M-V/def2-TZVPD.

The HOMO energy comes out at -0.68 eV. The calculation puts the LUMO energy at 0.1477 Ha. As for the charge: -2.

Geometry (Å):
Be 0.40787 1.80563 0.05747
C -0.53689 -3.25612 -2.90926
C 0.47698 -2.36171 -3.55178
C 1.40657 -2.92398 -4.41905
C 2.33535 -2.14187 -5.07953
C 2.31456 -0.77149 -4.86895
C 1.40458 -0.17417 -4.00775
C 1.44639 1.31419 -3.82869
C 0.46085 -0.97566 -3.31216
N -0.39817 -0.40141 -2.36346
C -1.18719 0.56949 -2.78918
O -1.54596 0.80974 -3.96098
C -1.79165 1.47725 -1.72724
C -2.94130 2.17510 -2.08468
C -3.51799 3.07325 -1.20396
C -2.95949 3.20989 0.05659
C -1.82754 2.48020 0.35430
N -1.22065 1.66366 -0.52699
C -1.20985 2.53212 1.72395
O -1.83881 3.05601 2.65465
N -0.00151 1.96820 1.73731
C 0.65426 1.65039 2.94162
C 1.94250 2.15498 3.19117
C 2.53148 3.23531 2.32731
C 2.66140 1.68542 4.28374
C 2.12038 0.76665 5.16660
C 0.81843 0.33913 4.97097
C 0.07313 0.77102 3.88067
C -1.33895 0.29115 3.73370
H -0.84750 -4.05307 -3.58854
H -1.41033 -2.67799 -2.62417
H -0.12968 -3.72484 -2.01130
H 1.38019 -3.99745 -4.58428
H 3.05239 -2.59194 -5.75728
H 3.03239 -0.14164 -5.38505
H 2.38183 1.72270 -4.21585
H 1.35957 1.58375 -2.77238
H 0.61384 1.78287 -4.35820
H -3.33907 1.99718 -3.07273
H -4.39155 3.64634 -1.48886
H -3.36771 3.86417 0.81356
H 2.13419 3.18331 1.31561
H 3.61826 3.15717 2.28183
H 2.27994 4.21656 2.74193
H 3.66554 2.06318 4.44562
H 2.70056 0.39325 6.00277
H 0.35924 -0.34116 5.68120
H -1.55143 -0.52872 4.41964
H -1.53110 -0.04062 2.71220
H -2.03082 1.10997 3.93424
C 4.42851 -0.16823 -1.92514
C 3.83715 0.65522 -0.77761
C 4.50910 0.28617 0.54800
C 3.90719 2.14151 -1.06225
C 5.12437 2.73611 -1.32691
C 5.23813 4.08834 -1.64211
C 4.06794 4.83587 -1.72128
C 2.81973 4.29987 -1.45138
C 1.60505 5.19695 -1.61140
C 0.89842 5.46465 -0.27768
C 0.62607 4.63586 -2.64850
C 2.68587 2.92266 -1.04748
N 1.53744 2.40591 -0.66568
H 4.25292 -1.23571 -1.75726
H 5.50752 -0.01151 -2.02009
H 3.95278 0.10219 -2.86673
H 2.77681 0.40871 -0.69112
H 5.56697 0.56625 0.54355
H 4.43773 -0.79148 0.72705
H 4.01359 0.79638 1.37513
H 6.02786 2.12960 -1.29254
H 6.20665 4.53266 -1.84490
H 4.13540 5.88480 -2.00584
H 1.96356 6.16371 -1.98921
H 0.53187 4.52629 0.13664
H 0.05224 6.14884 -0.40767
H 1.59679 5.90765 0.43634
H 0.19235 3.70437 -2.28500
H 1.15056 4.42471 -3.58258
H -0.18108 5.34726 -2.85616
C -4.41814 -2.34123 -1.45383
C -3.66172 -3.57789 -1.05022
C -4.11775 -4.83406 -1.43666
C -3.44820 -5.98986 -1.06151
C -2.29815 -5.89336 -0.29480
C -1.83035 -4.64233 0.08560
C -2.49940 -3.47984 -0.27893
Sb -1.83357 -1.50855 0.39510
C -3.48814 -1.85321 1.89184
C -3.69023 -3.09576 2.49161
C -4.73115 -3.32319 3.37918
C -5.63093 -2.30414 3.65165
C -5.48356 -1.08472 3.01376
C -4.42390 -0.84059 2.13816
C -4.33288 0.51639 1.49002
C 0.03533 -2.28704 1.22946
C 1.00722 -2.14393 0.23242
C 2.28275 -2.66116 0.38169
C 2.62696 -3.28971 1.56767
C 1.69277 -3.37886 2.58555
C 0.39118 -2.89654 2.43614
C -0.54863 -3.08042 3.59627
H -5.18462 -2.56743 -2.19526
H -3.74046 -1.59241 -1.87429
H -4.90367 -1.89834 -0.57842
H -5.01523 -4.90929 -2.04232
H -3.82134 -6.95957 -1.37031
H -1.76405 -6.78686 0.00766
H -0.91817 -4.57427 0.66744
H -3.02633 -3.91665 2.25789
H -4.83684 -4.29220 3.85396
H -6.45195 -2.46199 4.34162
H -6.20684 -0.29563 3.19342
H -5.31704 0.98508 1.43828
H -3.92747 0.45151 0.47979
H -3.68158 1.17816 2.06759
H 0.75744 -1.61763 -0.68461
H 2.99765 -2.57147 -0.42682
H 3.62271 -3.69365 1.70806
H 1.97178 -3.83883 3.52872
H -0.81936 -4.13469 3.70742
H -1.45402 -2.50333 3.46038
H -0.06714 -2.76150 4.52304

Atomic forces in eV per Å
Be 0.98 -0.11 0.22
C 0.02 0.04 0.07
C -0.09 0.11 0.00
C 0.06 -0.01 -0.05
C -0.01 -0.07 -0.03
C -0.02 -0.05 -0.05
C -0.04 0.04 0.02
C -0.02 -0.07 0.00
C 0.17 0.04 -0.37
N 0.22 0.31 0.19
C 0.15 -0.58 -0.26
O -0.07 0.22 0.06
C 0.15 0.05 -0.07
C -0.21 0.03 0.08
C 0.19 -0.20 0.06
C -0.09 0.11 0.00
C -0.30 0.04 -0.22
N -0.58 0.50 -0.22
C 0.20 0.25 0.85
O -0.03 -0.12 -0.19
N -0.62 -0.26 -0.58
C 0.32 -0.06 0.44
C -0.03 0.06 -0.15
C -0.11 -0.04 -0.02
C 0.03 -0.03 0.13
C 0.00 0.02 0.00
C 0.02 0.05 0.07
C -0.02 0.07 -0.20
C 0.02 0.12 0.03
H 0.00 -0.02 0.01
H -0.11 -0.03 0.05
H -0.08 -0.03 0.10
H 0.00 0.00 0.00
H 0.02 0.03 0.01
H -0.01 0.04 0.04
H 0.02 0.00 0.03
H 0.02 0.02 -0.01
H -0.02 0.00 0.00
H 0.08 -0.01 -0.03
H -0.02 -0.01 -0.01
H 0.04 -0.03 0.05
H 0.10 0.03 -0.02
H 0.02 0.00 -0.01
H -0.01 0.01 0.00
H 0.01 0.00 -0.04
H 0.00 0.03 0.01
H 0.00 -0.05 -0.04
H 0.02 0.00 -0.05
H -0.04 -0.01 0.01
H -0.06 0.01 -0.04
C -0.12 0.02 0.09
C 0.18 0.04 -0.01
C -0.16 -0.02 -0.07
C -0.07 0.03 -0.03
C -0.02 0.03 -0.04
C 0.15 0.01 -0.03
C 0.05 -0.02 0.02
C 0.12 0.19 -0.12
C -0.13 -0.19 0.11
C -0.01 0.07 -0.07
C -0.01 0.10 0.03
C -0.06 -0.23 0.22
N -0.07 -0.21 -0.12
H 0.06 -0.03 -0.05
H 0.01 0.01 0.00
H 0.05 -0.03 -0.02
H -0.05 0.01 -0.03
H 0.01 0.02 0.01
H 0.04 0.01 0.04
H 0.04 0.03 0.07
H -0.02 -0.02 -0.01
H -0.03 0.02 0.00
H -0.05 0.01 0.00
H 0.08 -0.04 0.00
H 0.01 0.03 0.03
H 0.00 0.01 -0.02
H -0.03 0.00 0.04
H 0.02 -0.01 -0.03
H -0.05 -0.02 -0.03
H -0.01 0.01 0.02
C 0.03 -0.02 0.04
C 0.02 0.02 -0.06
C -0.06 -0.02 0.01
C 0.01 -0.04 0.03
C -0.04 -0.05 0.01
C 0.02 0.03 -0.05
C 0.32 0.11 -0.16
Sb -0.52 -0.87 0.55
C 0.36 0.11 -0.11
C -0.05 0.02 0.08
C 0.02 -0.04 0.02
C -0.03 0.03 -0.01
C -0.06 0.01 0.02
C 0.00 0.05 0.01
C 0.08 -0.06 0.11
C -0.25 0.20 -0.06
C -0.05 0.01 -0.10
C 0.07 -0.07 -0.03
C -0.03 0.01 0.01
C 0.02 -0.01 -0.04
C 0.07 -0.03 0.05
C 0.05 -0.01 -0.07
H 0.00 0.01 0.00
H -0.04 0.02 -0.05
H -0.01 0.04 -0.02
H 0.00 0.02 -0.01
H 0.00 0.01 -0.01
H 0.02 0.01 -0.02
H 0.03 0.00 0.01
H 0.07 -0.01 0.04
H -0.02 -0.01 -0.03
H 0.00 0.00 -0.01
H 0.02 0.01 0.00
H 0.01 0.02 -0.02
H -0.04 0.07 -0.01
H 0.01 0.03 -0.04
H 0.01 0.02 -0.06
H -0.01 0.07 0.03
H 0.01 0.03 0.00
H -0.02 0.00 0.01
H -0.06 0.01 0.01
H -0.09 -0.01 0.06
H -0.01 0.01 0.00


Entry 2:
Computed, not measured: a cluster of 11 separate species, C12H46O11 in total at a distorted geometry, with wB97M-V/def2-TZVPD.

The HOMO energy comes out at -9.88 eV. As for the SMILES: CC(C)O.CC(C)O.CC(C)O.CC(C)O.O.O.O.O.O.O.O. The calculation puts the LUMO energy at 0.0028 Ha.

Geometry (Å):
C 2.81197 15.64907 18.03246
C 3.38669 17.05428 18.26632
C 4.44153 17.41105 17.21411
O 2.28696 17.98510 18.22947
H 2.15545 15.40714 18.86673
H 3.66204 14.96460 17.93895
H 2.23222 15.56950 17.11511
H 3.83585 17.11231 19.25537
H 4.63012 18.48490 17.20587
H 4.20548 17.13096 16.18274
H 5.34499 16.86123 17.47969
H 2.19773 18.32753 17.33851
C 4.01214 19.83106 11.63239
C 3.43575 18.44144 11.90769
C 3.77057 17.47284 10.80218
O 3.89144 17.92701 13.17162
H 5.09528 19.73639 11.72642
H 3.62128 20.60846 12.29107
H 3.72521 20.11423 10.62067
H 2.33995 18.48377 11.95083
H 3.32704 16.50087 11.01953
H 4.84545 17.32214 10.66328
H 3.37681 17.79307 9.83836
H 3.77760 18.63659 13.81698
C 7.04041 12.27585 11.64620
C 7.80078 13.40049 10.98090
C 7.12284 14.76412 11.18482
O 9.08962 13.44799 11.63340
H 6.12927 12.00081 11.11307
H 6.74059 12.58586 12.64934
H 7.65210 11.37838 11.72586
H 8.00242 13.25490 9.91555
H 7.72438 15.59573 10.81517
H 6.86292 14.85110 12.23813
H 6.19429 14.83774 10.60646
H 9.63752 14.07802 11.15736
C 3.86661 13.79183 12.79163
C 4.36565 13.59253 14.24199
C 3.87330 12.28281 14.81946
O 5.79448 13.51508 14.21873
H 2.81412 14.09271 12.79485
H 3.92055 12.85437 12.24242
H 4.45896 14.59524 12.36116
H 4.04455 14.43442 14.86072
H 3.77186 11.50052 14.06243
H 2.89297 12.30161 15.30460
H 4.54760 11.90399 15.58931
H 6.13854 14.42360 14.21597
O 7.74087 15.97783 16.41957
H 8.17570 15.11848 16.46595
H 7.02753 15.86604 15.75698
O 7.41123 18.84665 16.45856
H 7.69387 17.95584 16.73113
H 7.40628 18.81798 15.48534
O 9.26856 16.47181 13.21160
H 9.66507 15.86708 12.57485
H 8.96635 15.90028 13.92866
O 6.27735 16.42580 14.03662
H 5.45962 16.81001 13.66223
H 6.97709 17.05464 13.77010
O 1.68439 16.09167 14.05894
H 2.55823 16.44180 13.81869
H 1.34070 16.70417 14.71796
O 7.17263 19.09246 13.59322
H 7.89468 19.39884 13.00881
H 6.40897 19.62845 13.35346
O 9.28000 18.93300 11.77568
H 10.22022 19.06450 11.61574
H 9.23038 18.11017 12.30101

Atomic forces in eV per Å
C 0.70 0.31 0.36
C -0.88 -0.16 -1.66
C 0.03 -0.07 0.48
O 0.17 0.09 0.54
H 0.11 -0.32 0.00
H -0.28 -0.27 0.26
H 0.01 0.27 -0.17
H -0.09 0.14 0.09
H 0.31 -0.06 0.22
H -0.42 -0.23 0.10
H 0.23 0.29 -0.18
H 0.09 -0.03 -0.10
C -0.27 -0.57 0.09
C -0.62 0.52 -0.39
C 0.35 -0.67 0.01
O 0.20 0.02 -0.02
H 0.03 0.33 -0.24
H 0.10 -0.12 0.20
H 0.26 0.09 -0.06
H 0.05 0.17 0.08
H 0.01 -0.07 0.01
H 0.02 0.12 0.20
H -0.14 0.21 0.12
H 0.06 -0.16 0.07
C -0.08 -0.16 -0.01
C 0.32 0.86 0.10
C -0.51 -0.61 -0.47
O 0.11 -0.02 0.24
H 0.01 0.17 -0.17
H 0.14 -0.13 -0.18
H 0.13 0.02 -0.10
H -0.28 -0.32 -0.05
H 0.27 -0.01 0.28
H 0.19 0.38 -0.13
H -0.04 -0.24 0.09
H 0.02 -0.09 -0.17
C -0.50 0.26 1.07
C -0.14 -0.40 -0.80
C -0.44 -0.75 0.52
O 0.13 0.44 0.61
H 0.06 0.03 0.03
H 0.38 0.11 -0.20
H 0.01 -0.10 -0.41
H 0.02 0.03 0.07
H 0.29 0.11 -0.12
H -0.03 0.53 -0.17
H 0.17 0.16 -0.10
H -0.19 -0.15 -0.18
O -0.17 -0.43 -0.50
H -0.06 0.07 0.17
H 0.25 0.27 0.32
O 0.11 -0.30 -0.13
H -0.13 0.37 -0.18
H 0.04 0.10 0.39
O 0.15 -0.03 -0.02
H -0.15 -0.13 0.08
H 0.01 0.14 0.04
O -0.07 0.12 -0.20
H 0.31 -0.05 0.21
H -0.45 -0.13 0.06
O 0.20 0.05 -0.02
H -0.24 0.05 0.06
H 0.02 -0.07 -0.03
O 0.18 0.22 -0.39
H -0.11 -0.07 0.16
H 0.06 -0.06 0.11
O -0.03 -0.31 0.15
H -0.08 0.13 0.07
H 0.10 0.12 -0.14


In order of appearance, E_tot = -76029.38236; -35713.43214 eV.
In order of appearance, energy relative to the best compared isomer or geometry (same formula, charge and spin) = 0.0; 0.0 kcal/mol.